Record 1
Computed, not measured: a structure of composition C13H20BrN4PmS5, with ωB97M-V/def2-TZVPD.

## Properties
ΔE to the lowest compared entry with this formula, charge and spin: 0.000 eV
2S+1: 5
Kohn-Sham gap (alpha / beta): 5.6 / 6.2 eV
energy: -160526.8452 eV
E_HOMO (alpha / beta): -12.52 / -12.53 eV
maximum force: 0.0102 Eh/bohr
net charge: +2

CARTESIAN COORDINATES (ANGSTROEM)
Pm: -0.297 -0.230 -0.358
Br: 0.047 3.449 4.166
S: 0.137 -2.794 -0.913
S: -2.404 -5.209 -5.573
S: 0.505 -0.653 -3.336
S: -1.291 -4.528 -2.910
S: -1.036 -2.630 -5.094
N: -1.137 -1.455 1.791
N: -1.433 1.749 0.772
N: 1.982 0.911 -0.800
N: 1.566 -0.795 1.325
C: -0.275 -1.184 2.967
C: -0.466 -3.041 -2.556
C: -0.353 -2.173 -3.563
C: 0.275 0.228 -4.892
C: -2.602 2.379 0.581
C: 2.778 0.078 1.385
C: -2.272 3.715 2.532
C: -0.686 2.094 1.828
C: -3.049 3.365 1.439
C: -1.612 -4.214 -4.595
C: 1.172 -1.438 2.622
C: -1.065 3.064 2.729
C: 2.664 1.278 0.468
H: -2.113 -1.345 2.057
H: 0.256 1.577 1.968
H: -0.557 -1.804 3.817
H: 1.803 -1.055 3.422
H: -0.422 -0.148 3.270
H: -0.779 0.382 -5.107
H: 1.935 1.733 -1.397
H: 2.910 0.427 2.407
H: 1.370 -2.508 2.553
H: -1.055 -2.434 1.520
H: 1.816 -1.567 0.711
H: 2.078 2.071 0.930
H: 3.660 -0.518 1.146
H: 2.547 0.247 -1.330
H: 0.767 1.192 -4.772
H: 3.655 1.689 0.282
H: -2.597 4.480 3.226
H: -3.191 2.086 -0.279
H: 0.768 -0.324 -5.687
H: -3.996 3.854 1.251

Record 2
Computed, not measured: a structure of composition C13H20CoN11O2PSe3Te, with ωB97M-V/def2-TZVPD.

## Properties
ΔE to the lowest compared entry with this formula, charge and spin: 0.459 eV
2S+1: 2
Kohn-Sham gap (alpha / beta): 5.3 / 5.4 eV
energy: -284537.7379 eV
E_HOMO (alpha / beta): -5.35 / -5.41 eV
maximum force: 0.0154 Eh/bohr

CARTESIAN COORDINATES (ANGSTROEM)
Te: 1.027 -3.716 -1.256
Se: 2.402 -0.268 -0.664
Se: 3.042 -2.509 -0.356
Se: -0.721 -2.451 -0.072
Co: 0.098 -0.056 0.002
P: -1.259 1.712 2.654
O: 0.517 -1.159 -3.726
O: -1.407 -1.617 -2.872
N: -0.480 0.276 -2.227
N: 0.469 2.084 0.508
N: 0.443 -0.386 2.003
N: -0.257 2.531 -2.434
N: -1.870 0.246 0.379
N: -1.462 2.767 -1.762
N: 1.294 1.253 -3.524
N: -0.274 -0.503 4.085
N: -0.432 -0.917 -2.995
N: -3.572 1.468 1.057
N: 0.872 3.501 2.152
C: 1.582 2.818 0.200
C: -2.271 1.147 1.264
C: -0.338 0.176 2.913
C: -1.021 -0.231 5.296
C: 1.840 3.701 1.204
C: 0.227 1.296 -2.724
C: 0.752 4.244 3.390
C: -3.993 0.741 -0.026
C: 0.062 2.515 1.692
C: -2.931 -0.014 -0.435
C: 0.595 -1.542 3.895
C: 1.028 -1.459 2.604
C: -4.366 2.426 1.802
H: 1.760 0.363 -3.613
H: -1.346 2.443 -0.805
H: -0.750 0.740 5.710
H: -2.092 -0.257 5.100
H: 2.622 4.427 1.338
H: 1.755 2.102 -3.796
H: 0.612 5.304 3.178
H: -0.108 3.877 3.945
H: -4.374 2.173 2.861
H: 1.650 4.109 3.993
H: -5.385 2.391 1.423
H: -5.003 0.807 -0.391
H: 1.710 -2.098 2.071
H: -2.850 -0.741 -1.224
H: -0.782 -1.004 6.022
H: 0.803 -2.256 4.671
H: 2.147 2.638 -0.698
H: -3.976 3.435 1.671
H: -2.158 2.161 -2.187
H: 0.351 3.328 -2.508

Record 3
Computed, not measured: a structure of composition C13H20IN2OPdS5 in a non-equilibrium geometry, with ωB97M-V/def2-TZVPD.

## Properties
ΔE to the lowest compared entry with this formula, charge and spin: 1.108 eV
2S+1: 3
Kohn-Sham gap (alpha / beta): 7.1 / 6.2 eV
energy: -84592.1776 eV
E_HOMO (alpha / beta): -4.65 / -4.73 eV
maximum force: 0.0246 Eh/bohr
net charge: -1

CARTESIAN COORDINATES (ANGSTROEM)
I: -1.889 -0.584 0.677
Pd: -0.104 0.457 -0.849
S: -2.252 2.419 -2.164
S: -2.611 7.492 0.697
S: -0.596 5.310 0.614
S: 0.623 2.812 -0.406
S: -3.055 5.027 -0.905
O: 0.628 -0.701 -2.446
N: 2.405 1.054 1.504
N: 1.885 0.062 0.775
C: -0.956 2.750 -3.419
C: 0.535 -1.515 -4.663
C: -2.123 6.020 0.167
C: -1.890 3.724 -1.052
C: 4.523 1.864 2.512
C: 3.717 0.869 1.756
C: -0.154 -1.454 -3.281
C: -0.295 -2.885 -2.710
C: 2.867 -0.800 0.570
C: 2.633 -2.048 -0.198
C: -1.565 -0.854 -3.465
C: -0.729 3.832 -0.358
C: 4.050 -0.334 1.171
H: -0.029 2.254 -3.121
H: 5.576 1.597 2.492
H: 0.689 -3.334 -2.592
H: -2.038 -0.709 -2.488
H: -1.490 0.108 -3.967
H: 2.119 -2.784 0.421
H: -1.322 2.348 -4.358
H: 4.406 2.855 2.074
H: -0.816 3.823 -3.496
H: -0.894 -3.512 -3.365
H: -0.767 -2.835 -1.731
H: 0.667 -0.499 -5.031
H: 1.993 -1.815 -1.050
H: 4.198 1.920 3.551
H: -2.188 -1.513 -4.065
H: 3.572 -2.471 -0.543
H: 1.512 -1.982 -4.566
H: 1.841 1.859 1.740
H: 5.010 -0.810 1.164
H: -0.064 -2.079 -5.374